(1)
ORCA calculation (wB97M-V/def2-TZVPD) on C21H44BBr2N9O18 as an isolated structure at a distorted geometry.

Calculated values
E: -213499.227 eV
Spin multiplicity: 1
Kohn-Sham gap: 8.45 eV
Net charge: 0
Strongest force on any atom: 1.30 eV/A

The geometry in XYZ format:
```
95
Properties=species:S:1:pos:R:3:lowdin_charge:R:1
C -2.80 -0.03 -2.13 0.034
C -1.91 -0.81 -3.06 -0.531
O -1.86 -0.58 -4.23 0.124
O -1.16 -1.80 -2.49 -0.053
C 0.22 -1.38 -2.29 -0.113
C 0.87 -1.99 -1.03 -0.085
C 1.49 -0.92 -0.14 -0.144
C 2.85 -1.37 0.42 -0.453
O 3.52 -2.30 0.02 0.080
N 3.20 -0.53 1.46 0.095
C 2.03 0.33 1.73 -0.172
B 1.97 1.15 3.10 -0.529
O 1.74 2.52 2.95 0.122
N 2.16 0.60 4.44 -0.150
C 0.92 0.62 5.23 -0.075
C 3.27 1.32 5.11 -0.074
C 0.78 -0.45 1.17 -0.354
C -0.31 0.62 0.99 -0.013
C 0.32 -1.62 2.04 -0.576
Br 1.50 -2.39 3.32 0.880
C -0.89 -2.19 1.93 -0.730
C -1.97 -1.83 0.94 -0.132
Br -1.45 -3.63 3.03 0.790
H -3.12 -0.61 -1.26 0.064
H -3.66 0.33 -2.69 0.096
H -2.22 0.83 -1.77 0.085
H 0.26 -0.29 -2.27 0.099
H 0.78 -1.68 -3.18 0.134
H 0.20 -2.66 -0.49 0.090
H 1.69 -2.61 -1.38 0.119
H 1.73 -0.04 -0.73 0.152
H 3.61 -1.01 2.25 0.108
H 2.14 1.14 1.00 0.131
H 0.81 2.69 2.76 0.104
H 0.55 -0.39 5.41 0.063
H 0.11 1.19 4.76 0.086
H 1.09 1.09 6.20 0.088
H 2.95 2.30 5.48 0.086
H 3.65 0.71 5.93 0.089
H 4.08 1.48 4.39 0.088
H -0.91 0.42 0.10 0.062
H 0.11 1.61 0.85 0.069
H -1.02 0.60 1.82 0.100
H -2.53 -0.97 1.31 0.098
H -1.59 -1.57 -0.04 0.048
H -2.68 -2.65 0.90 0.036
C -3.49 -4.12 -2.22 0.058
N -4.19 -3.86 -0.94 -0.449
O -4.87 -2.86 -0.85 0.056
O -4.03 -4.67 -0.05 0.057
H -3.73 -3.32 -2.91 0.092
H -2.43 -4.15 -2.01 0.095
H -3.84 -5.08 -2.61 0.104
C 2.03 -5.29 1.10 0.043
N 0.69 -5.76 0.64 -0.435
O -0.07 -4.94 0.17 0.027
O 0.45 -6.94 0.76 0.072
H 2.10 -4.23 0.92 0.049
H 2.10 -5.53 2.16 0.095
H 2.78 -5.83 0.53 0.107
C -5.12 -4.93 3.82 0.038
N -4.90 -4.16 5.08 -0.458
O -5.38 -3.05 5.15 0.061
O -4.25 -4.70 5.94 0.055
H -5.71 -4.33 3.15 0.095
H -4.15 -5.16 3.40 0.065
H -5.64 -5.85 4.09 0.100
C -1.44 -1.12 -7.59 0.044
N -0.29 -1.64 -8.38 -0.458
O 0.23 -0.90 -9.18 0.063
O 0.06 -2.78 -8.15 0.058
H -1.63 -0.10 -7.90 0.094
H -2.29 -1.77 -7.80 0.100
H -1.18 -1.17 -6.54 0.076
C 3.38 5.57 1.82 0.051
N 2.01 5.89 1.35 -0.441
O 1.18 6.20 2.17 0.087
O 1.80 5.80 0.16 0.029
H 3.41 5.66 2.90 0.098
H 3.58 4.55 1.51 0.098
H 4.08 6.26 1.35 0.100
C 0.31 4.18 -2.67 0.062
N 0.63 2.73 -2.53 -0.424
O 1.02 2.14 -3.51 0.095
O 0.47 2.23 -1.43 0.031
H 0.49 4.48 -3.69 0.099
H -0.74 4.30 -2.40 0.107
H 0.94 4.72 -1.97 0.077
C 2.11 8.87 -1.50 0.049
N 2.24 8.28 -2.86 -0.451
O 3.29 8.43 -3.44 0.074
O 1.27 7.68 -3.28 0.053
H 3.04 9.37 -1.25 0.095
H 1.29 9.58 -1.52 0.103
H 1.90 8.05 -0.82 0.070
```

(2)
ORCA calculation (wB97M-V/def2-TZVPD) on a 6-piece molecular cluster, C21H44BI2NO5 overall at a distorted geometry.

Calculated values
E: -51084.163 eV
Spin multiplicity: 1
SMILES: C=CCB(c1ccncc1)[C@@H](I)[C@@H](C)I.CCO.CCO.CCO.CCO.CCO
Kohn-Sham gap: 7.76 eV
Net charge: 0
Strongest force on any atom: 6.30 eV/A

The geometry in XYZ format:
```
74
Properties=species:S:1:pos:R:3:lowdin_charge:R:1
C -1.23 3.20 5.15 -0.028
C -1.13 3.22 3.65 -0.222
C -1.83 1.97 2.85 -0.185
B -1.27 1.69 1.34 -0.447
C -1.00 0.09 0.90 -0.037
C -2.21 -1.05 1.05 0.006
C -1.85 -2.56 0.54 -0.122
N -0.56 -3.06 -0.05 -0.026
C 0.53 -2.02 -0.13 -0.085
C 0.45 -0.44 0.29 0.010
C -0.97 2.80 0.17 -0.649
I -2.10 4.69 0.42 0.810
C 0.64 3.05 -0.14 -0.780
C 0.91 4.42 -1.06 -0.223
I 1.93 2.97 1.62 0.848
H -2.11 2.54 5.60 0.071
H -0.53 3.83 5.85 0.068
H -0.61 4.13 3.11 0.042
H -1.59 0.99 3.49 0.122
H -3.02 2.06 2.88 0.131
H -3.27 -0.78 1.48 0.096
H -2.73 -3.36 0.63 0.100
H 1.56 -2.38 -0.60 0.081
H 1.38 0.26 0.17 0.052
H -1.40 2.34 -0.84 0.107
H 0.97 2.15 -0.85 0.085
H 2.06 4.37 -1.40 0.090
H 0.23 4.36 -2.02 0.088
H 0.80 5.40 -0.44 0.055
C 3.60 -1.63 -4.06 -0.076
C 3.39 -1.30 -2.60 -0.316
O 2.39 -0.30 -2.47 -0.116
H 3.90 -0.74 -4.62 0.062
H 4.37 -2.40 -4.18 0.078
H 2.67 -1.99 -4.52 0.079
H 4.31 -0.92 -2.16 0.123
H 3.07 -2.18 -2.04 0.060
H 1.57 -0.65 -2.86 0.090
C 2.85 -6.37 -0.68 -0.091
C 4.05 -5.54 -1.07 -0.317
O 3.67 -4.19 -1.26 -0.113
H 2.07 -6.32 -1.46 0.080
H 3.12 -7.42 -0.54 0.074
H 2.40 -6.00 0.24 0.074
H 4.48 -5.91 -2.01 0.115
H 4.82 -5.59 -0.30 0.109
H 3.29 -3.87 -0.42 0.076
C 3.23 2.13 -6.26 -0.096
C 3.02 2.46 -4.80 -0.328
O 2.02 3.47 -4.67 -0.096
H 3.53 3.02 -6.82 0.077
H 4.00 1.36 -6.38 0.068
H 2.30 1.77 -6.71 0.073
H 3.94 2.84 -4.35 0.117
H 2.70 1.58 -4.23 0.086
H 1.20 3.11 -5.05 0.087
C -4.15 -3.72 -2.82 -0.096
C -4.27 -5.13 -2.29 -0.332
O -2.98 -5.68 -2.08 -0.092
H -3.59 -3.71 -3.76 0.078
H -5.14 -3.28 -3.00 0.073
H -3.60 -3.08 -2.12 0.057
H -4.80 -5.77 -3.01 0.112
H -4.82 -5.15 -1.35 0.104
H -2.52 -5.11 -1.43 0.067
C -3.64 4.89 8.79 -0.095
C -3.82 3.85 7.70 -0.324
O -2.70 2.99 7.66 -0.131
H -2.73 5.47 8.62 0.079
H -4.50 5.57 8.83 0.074
H -3.53 4.40 9.77 0.072
H -3.90 4.34 6.72 0.113
H -4.72 3.26 7.86 0.108
H -2.64 2.55 8.53 0.096
```

(3)
ORCA calculation (wB97M-V/def2-TZVPD) on a 7-piece molecular cluster, C21H44BNO11S overall.

Calculated values
E: -58013.311 eV
Spin multiplicity: 1
SMILES: CCOB(ON=O)S(C)(=O)=O.CC(C)=O.CC(C)=O.CC(C)=O.CC(C)=O.CC(C)=O.CC(C)=O
Kohn-Sham gap: 8.46 eV
Net charge: 0
Strongest force on any atom: 0.43 eV/A

The geometry in XYZ format:
```
79
Properties=species:S:1:pos:R:3:lowdin_charge:R:1
C -1.18 -1.82 1.73 -0.045
C -0.01 -0.85 1.74 -0.199
O 1.10 -1.43 2.46 0.074
B 2.29 -1.66 1.88 -0.665
O 2.91 -2.86 1.81 0.069
N 2.15 -4.06 2.32 0.102
O 1.93 -4.75 1.43 0.120
S 3.44 -0.29 1.17 0.673
C 2.52 0.79 0.11 -0.147
O 3.86 0.51 2.31 -0.326
O 4.44 -0.94 0.34 -0.339
H -0.83 -2.85 1.66 0.076
H -1.80 -1.73 2.62 0.080
H -1.81 -1.62 0.86 0.078
H -0.28 0.07 2.25 0.121
H 0.28 -0.61 0.72 0.084
H 3.29 1.41 -0.35 0.081
H 1.86 1.43 0.70 0.058
H 1.99 0.24 -0.67 0.065
C -1.77 2.99 2.12 -0.014
C -0.42 3.68 2.12 -0.484
O 0.33 3.60 1.17 0.046
C -0.06 4.45 3.36 -0.020
H -1.92 2.45 1.19 0.073
H -1.83 2.29 2.96 0.085
H -2.56 3.73 2.26 0.089
H -0.07 3.79 4.23 0.094
H -0.79 5.23 3.55 0.071
H 0.93 4.88 3.25 0.087
C -1.52 1.09 -3.56 -0.011
C -1.06 1.37 -2.15 -0.482
O -1.05 0.48 -1.32 0.041
C -0.61 2.76 -1.79 -0.016
H -1.79 0.05 -3.66 0.059
H -2.37 1.72 -3.82 0.088
H -0.72 1.33 -4.27 0.090
H -1.43 3.47 -1.94 0.093
H 0.22 3.06 -2.44 0.092
H -0.28 2.76 -0.76 0.041
C 5.28 -4.16 -1.52 -0.016
C 4.87 -5.61 -1.66 -0.503
O 4.79 -6.16 -2.73 0.064
C 4.55 -6.32 -0.37 -0.019
H 5.48 -3.74 -2.51 0.083
H 4.50 -3.58 -1.02 0.073
H 6.17 -4.08 -0.90 0.090
H 3.73 -5.81 0.13 0.052
H 5.41 -6.30 0.30 0.088
H 4.27 -7.36 -0.57 0.082
C 0.71 7.80 6.99 -0.023
C -0.09 7.44 5.76 -0.503
O -0.89 6.53 5.76 0.059
C 0.18 8.26 4.52 -0.025
H 0.43 7.14 7.81 0.082
H 1.78 7.71 6.79 0.086
H 0.52 8.84 7.27 0.085
H 1.23 8.19 4.24 0.087
H -0.03 9.31 4.72 0.085
H -0.44 7.92 3.70 0.077
C -0.10 -4.32 -3.87 -0.016
C -0.62 -3.09 -3.18 -0.479
O -1.51 -2.42 -3.65 0.055
C 0.02 -2.72 -1.87 -0.011
H -0.64 -4.48 -4.81 0.082
H 0.97 -4.22 -4.08 0.088
H -0.22 -5.19 -3.22 0.087
H 1.10 -2.57 -2.01 0.090
H -0.09 -3.54 -1.15 0.086
H -0.43 -1.81 -1.48 0.051
C -4.67 -2.17 -3.92 -0.034
C -6.02 -2.81 -3.73 -0.506
O -6.38 -3.23 -2.66 0.067
C -6.90 -2.88 -4.95 -0.029
H -4.12 -2.16 -2.98 0.074
H -4.09 -2.71 -4.67 0.081
H -4.78 -1.14 -4.28 0.086
H -6.40 -3.45 -5.74 0.083
H -7.09 -1.88 -5.35 0.082
H -7.85 -3.36 -4.70 0.079
```

(4)
ORCA calculation (wB97M-V/def2-TZVPD) on C21H44BaBrCl2GeN3O6Si3 as an isolated structure at a distorted geometry.

Calculated values
Energy relative to the best compared isomer or geometry (same formula, charge and spin): 0.0 kJ/mol
E: -215181.553 eV
Spin multiplicity: 2
Kohn-Sham gap (alpha / beta): 6.57 / 6.35 eV
Net charge: -1
Strongest force on any atom: 3.55 eV/A

The geometry in XYZ format:
```
82
Properties=species:S:1:pos:R:3:mulliken_spin:R:1
Ba 1.71 1.12 -0.38 0.054
C 1.31 4.78 1.61 -0.001
C 2.72 4.39 1.86 0.000
O 2.78 2.97 1.80 0.002
C 2.90 2.40 3.10 -0.001
C 1.55 2.10 3.71 -0.005
O 0.63 1.54 2.77 -0.071
C -0.70 1.92 3.13 -0.020
C -1.56 1.76 1.86 -0.007
O -0.94 2.42 0.73 -0.058
C -1.36 3.79 0.52 0.001
C -0.32 4.72 -0.07 -0.001
O 1.00 4.31 0.27 0.001
H 1.18 5.87 1.69 0.000
H 0.62 4.31 2.34 0.000
H 3.05 4.73 2.85 0.000
H 3.39 4.78 1.07 0.000
H 3.47 3.08 3.77 0.000
H 3.49 1.46 3.00 0.000
H 1.13 3.01 4.14 0.002
H 1.71 1.33 4.50 0.000
H -0.71 2.95 3.52 0.000
H -1.10 1.25 3.91 -0.002
H -2.54 2.19 2.02 0.000
H -1.61 0.68 1.60 0.097
H -1.62 4.20 1.51 0.001
H -2.25 3.76 -0.13 0.000
H -0.50 5.69 0.39 0.000
H -0.41 4.85 -1.16 0.000
Cl 3.65 3.26 -4.83 0.000
C 4.82 2.37 -3.63 0.000
Cl 5.87 1.17 -4.46 0.000
C 4.07 1.96 -2.34 0.002
O 3.53 0.77 -2.32 0.004
O 4.11 2.90 -1.46 0.001
H 5.55 3.14 -3.40 0.000
N -0.39 0.73 -2.77 -0.049
C -0.36 1.15 -3.89 0.020
N -0.50 1.73 -5.06 0.000
C 0.25 1.33 -6.07 0.000
N 0.86 1.12 -7.05 0.000
Br 2.83 -1.59 1.10 0.028
C -2.81 -1.60 -3.16 0.008
Si -2.76 -1.52 -1.29 0.009
C -3.84 -2.99 -0.76 0.047
C -3.57 0.08 -0.71 0.005
Ge -0.64 -1.79 -0.13 0.780
Si 0.53 -3.53 -1.34 -0.025
C -0.74 -4.81 -1.93 0.046
C 1.86 -4.46 -0.38 0.005
C 1.38 -2.72 -2.79 0.013
Si -1.16 -2.71 1.99 0.073
C -1.53 -4.54 1.69 0.056
C -2.67 -1.87 2.75 0.003
C 0.29 -2.51 3.15 -0.004
H -3.77 -1.95 -3.56 0.000
H -2.03 -2.28 -3.61 -0.002
H -2.62 -0.59 -3.56 0.002
H -4.84 -2.87 -1.19 -0.001
H -3.91 -3.10 0.34 -0.004
H -3.43 -3.94 -1.20 -0.002
H -4.55 0.22 -1.14 -0.001
H -2.95 0.95 -1.01 0.006
H -3.68 0.10 0.40 0.005
H -1.17 -5.34 -1.06 -0.003
H -0.30 -5.54 -2.65 0.001
H -1.57 -4.33 -2.46 -0.013
H 1.43 -4.94 0.52 -0.001
H 2.61 -3.73 -0.04 0.002
H 2.34 -5.23 -1.01 0.000
H 0.70 -2.01 -3.28 0.001
H 1.63 -3.48 -3.54 0.002
H 2.28 -2.20 -2.42 0.002
H -2.33 -4.66 0.93 -0.009
H -1.86 -5.05 2.61 0.001
H -0.63 -5.02 1.29 -0.008
H -3.50 -1.78 2.04 -0.002
H -2.37 -0.84 3.02 0.004
H -3.03 -2.36 3.65 0.001
H 1.09 -3.22 2.82 0.003
H 0.03 -2.76 4.19 -0.001
H 0.74 -1.50 3.07 0.004
```

(5)
ORCA calculation (wB97M-V/def2-TZVPD) on a 4-piece molecular cluster, C21H44N2O11P overall at a distorted geometry.

Calculated values
E: -57277.053 eV
Spin multiplicity: 2
Kohn-Sham gap (alpha / beta): 8.83 / 7.97 eV
Net charge: 0
Strongest force on any atom: 3.96 eV/A

The geometry in XYZ format:
```
79
Properties=species:S:1:pos:R:3:mulliken_spin:R:1
C 3.93 1.37 1.29 0.038
C 3.62 1.41 -0.32 -0.002
C 4.99 0.77 -1.05 0.012
C 3.58 2.98 -0.80 0.004
C 2.11 3.63 -0.44 -0.004
P 1.89 5.46 -0.94 0.000
N 1.31 5.62 -2.63 0.000
O 0.49 6.00 0.02 0.000
C 1.01 2.72 -1.32 0.014
C 1.13 1.19 -0.67 0.004
C 0.45 1.17 0.82 0.023
C 0.11 0.27 -1.63 0.005
N 2.48 0.56 -0.79 0.349
O 2.53 -0.71 -0.35 0.575
H 3.66 0.33 1.76 -0.006
H 3.40 2.24 1.90 -0.003
H 5.10 1.51 1.45 -0.001
H 4.72 0.21 -2.05 -0.007
H 5.84 1.59 -1.19 0.001
H 5.40 -0.05 -0.31 0.000
H 3.88 3.09 -1.94 0.001
H 4.43 3.56 -0.20 -0.001
H 1.95 3.53 0.71 0.000
H 0.39 5.10 -2.74 0.000
H 2.01 5.15 -3.28 0.000
H 0.55 5.57 0.94 0.000
H -0.07 3.17 -1.25 0.000
H 1.45 2.71 -2.43 -0.003
H -0.19 0.21 1.04 -0.001
H 1.19 1.32 1.71 -0.001
H -0.31 2.09 0.86 0.001
H -0.03 -0.80 -1.13 0.003
H -0.92 0.83 -1.67 0.000
H 0.57 0.22 -2.70 -0.002
C -3.80 -4.11 -1.71 0.000
C -4.01 -4.94 -0.46 0.000
O -2.76 -5.43 0.06 0.000
C -1.99 -4.51 0.69 0.000
O -2.26 -3.33 0.86 0.000
O -0.84 -5.13 1.08 0.000
C 0.11 -4.24 1.66 0.000
H -3.24 -4.67 -2.46 0.000
H -4.76 -3.80 -2.13 0.000
H -3.22 -3.20 -1.50 0.000
H -4.61 -5.82 -0.71 0.000
H -4.55 -4.39 0.32 0.000
H -0.32 -3.69 2.50 0.000
H 0.50 -3.56 0.90 0.000
H 0.95 -4.84 2.04 0.000
C -9.05 -7.89 -0.64 0.000
C -8.35 -6.55 -0.46 0.000
O -7.84 -6.06 -1.70 0.000
C -8.76 -5.56 -2.56 0.000
O -9.97 -5.48 -2.36 0.000
O -8.12 -5.16 -3.69 0.000
C -8.99 -4.72 -4.72 0.000
H -8.38 -8.61 -1.13 0.000
H -9.37 -8.29 0.32 0.000
H -9.93 -7.79 -1.28 0.000
H -7.49 -6.69 0.21 0.000
H -9.00 -5.81 0.01 0.000
H -9.65 -3.92 -4.37 0.000
H -9.58 -5.56 -5.10 0.000
H -8.38 -4.32 -5.54 0.000
C 6.27 6.30 1.19 0.000
C 5.10 6.20 2.16 0.000
O 5.32 5.17 3.13 0.000
C 6.22 5.46 4.10 0.000
O 6.85 6.50 4.22 0.000
O 6.33 4.37 4.91 0.000
C 7.34 4.50 5.91 0.000
H 6.46 5.33 0.72 0.000
H 6.06 7.03 0.41 0.000
H 7.19 6.59 1.70 0.000
H 4.19 5.93 1.61 0.000
H 4.90 7.16 2.65 0.000
H 7.19 5.40 6.51 0.000
H 8.33 4.51 5.45 0.000
H 7.27 3.63 6.57 0.000
```

(6)
ORCA calculation (wB97M-V/def2-TZVPD) on a 3-piece molecular cluster, C21H44N3O7P overall at a distorted geometry.

Calculated values
E: -50580.640 eV
Spin multiplicity: 3
Kohn-Sham gap (alpha / beta): 8.69 / 9.64 eV
Net charge: 0
Strongest force on any atom: 2.23 eV/A

The geometry in XYZ format:
```
76
Properties=species:S:1:pos:R:3:mulliken_spin:R:1
C -5.73 3.02 2.51 0.000
O -4.71 2.82 1.57 0.002
C -3.88 3.93 1.39 0.000
N -4.46 4.94 0.52 0.000
C -4.91 6.16 1.06 0.000
O -5.17 7.13 0.36 0.000
O -5.05 6.18 2.42 0.000
P -4.28 7.46 3.22 0.000
O -4.39 6.78 4.68 0.000
O -2.73 7.09 2.87 0.000
H -5.32 3.31 3.47 0.000
H -6.27 2.10 2.62 0.000
H -6.43 3.78 2.18 0.000
H -2.99 3.55 0.91 0.002
H -3.62 4.34 2.35 -0.001
H -5.17 4.54 -0.06 0.000
H -3.88 5.97 4.74 0.000
H -2.58 6.22 2.50 0.000
C -1.09 -3.09 -0.03 0.013
C -1.06 -1.67 0.56 0.027
C -1.52 -1.69 2.01 0.029
C -3.02 -1.92 2.16 -0.023
C -3.81 -0.89 1.35 0.030
C -3.38 -0.83 -0.12 0.013
N -1.90 -0.73 -0.24 0.383
O -1.51 0.48 -0.07 0.539
C -3.92 -2.06 -0.88 0.018
C -4.02 0.38 -0.78 -0.023
C 0.40 -1.24 0.48 -0.008
H -0.38 -3.72 0.51 0.001
H -2.06 -3.59 0.06 0.000
H -0.81 -3.08 -1.08 -0.009
H -1.27 -0.74 2.49 0.005
H -0.97 -2.46 2.55 0.000
H -3.28 -2.94 1.85 0.000
H -3.31 -1.85 3.21 0.001
H -4.88 -1.11 1.40 0.000
H -3.67 0.09 1.80 0.003
H -3.43 -2.17 -1.84 -0.012
H -4.99 -1.94 -1.06 0.002
H -3.81 -3.00 -0.33 0.001
H -3.78 1.30 -0.25 0.018
H -5.10 0.28 -0.77 0.000
H -3.70 0.48 -1.81 -0.003
H 0.73 -1.17 -0.55 -0.005
H 1.02 -1.98 0.98 -0.002
H 0.57 -0.28 0.96 0.003
C 5.87 -0.90 0.08 0.012
C 5.04 -2.03 -0.53 0.015
C 5.95 -3.12 -1.09 0.025
C 6.67 -2.70 -2.37 -0.018
C 5.66 -2.24 -3.42 0.024
C 4.72 -1.15 -2.92 0.013
N 4.12 -1.52 -1.60 0.360
O 3.13 -2.32 -1.76 0.569
C 5.46 0.20 -2.82 0.021
C 3.59 -0.94 -3.92 -0.008
C 4.20 -2.59 0.61 -0.020
H 6.44 -1.28 0.93 0.000
H 6.61 -0.47 -0.60 0.001
H 5.23 -0.10 0.44 -0.007
H 5.35 -4.02 -1.30 0.004
H 6.67 -3.40 -0.32 0.001
H 7.39 -1.91 -2.16 0.000
H 7.24 -3.54 -2.76 0.001
H 6.18 -1.87 -4.31 0.002
H 5.07 -3.10 -3.74 0.003
H 4.89 0.92 -2.24 -0.011
H 5.60 0.62 -3.82 0.001
H 6.46 0.12 -2.40 0.001
H 3.06 -1.86 -4.14 0.001
H 4.02 -0.57 -4.86 0.000
H 2.88 -0.20 -3.56 0.000
H 3.51 -1.85 0.99 0.005
H 4.87 -2.88 1.43 0.000
H 3.64 -3.48 0.32 0.002
```